(1)
The following is a quantum chemistry calculation of a 5-piece molecular cluster, C7H21F3N6O6 overall, from the Open Molecules 2025 dataset.

Each line ends with the Löwdin charge.
Element x y z (Å)
O: 0.626 -0.526 -1.382  0.38
H: 0.419 0.308 -0.953  0.19
H: 0.319 -1.215 -0.789  0.19
H: 0.291 -0.602 -2.278  0.19
C: -1.458 3.156 4.962  -0.51
O: -2.460 2.964 5.946  -0.13
O: -1.806 2.411 3.848  -0.28
C: -1.193 4.714 4.893  -0.66
F: -0.405 5.105 3.851  0.09
F: -2.293 5.407 4.840  0.16
F: -0.568 5.155 5.913  0.17
C: -1.974 2.568 7.287  -0.21
C: -3.325 2.522 7.961  -0.11
H: -3.363 1.746 8.726  0.06
H: -3.767 3.428 8.376  0.07
H: -4.217 2.212 7.415  0.07
H: -1.177 3.136 7.767  0.11
H: -1.620 1.546 7.155  0.11
H: -0.506 2.691 5.217  0.12
C: 1.575 -5.792 2.450  -0.86
O: 0.906 -5.209 1.591  -0.01
N: 2.266 -6.767 2.042  0.16
N: 1.610 -5.555 3.675  0.20
H: 2.250 -6.937 1.047  0.13
H: 2.572 -7.529 2.631  0.12
H: 2.312 -5.985 4.261  0.13
H: 1.112 -4.764 4.060  0.14
C: 0.639 3.973 -5.311  -0.83
O: 0.300 4.792 -4.541  0.08
N: 1.868 3.447 -5.328  0.15
N: -0.189 3.402 -6.114  0.17
H: 2.169 2.725 -5.967  0.09
H: 2.615 3.834 -4.769  0.11
H: -1.134 3.751 -6.177  0.13
H: 0.222 2.692 -6.703  0.11
C: 0.769 -3.122 -7.729  -0.83
O: 0.331 -2.539 -6.740  0.01
N: 1.984 -3.292 -8.094  0.16
N: 0.026 -3.562 -8.648  0.16
H: 2.117 -3.561 -9.058  0.12
H: 2.682 -3.109 -7.388  0.13
H: -0.977 -3.564 -8.527  0.14
H: 0.454 -4.055 -9.419  0.12

The highest occupied orbital energy is -0.179 Eh. Its energy relative to the best compared isomer or geometry (same formula, charge and spin) is 780.8 kJ/mol. As for the molar mass: 342.3 g/mol. Its HOMO-LUMO gap is 2.283 eV. The multiplicity is 1.



(2)
The following is a quantum chemistry calculation of C7H21FIrOP2 as an isolated structure, from the Open Molecules 2025 dataset.

Each line ends with the Löwdin charge.
Element x y z (Å)
Ir: -0.805 -0.760 -0.714  1.05
H: 2.248 2.651 1.297  0.02
H: 1.600 2.645 1.691  0.03
P: 1.445 0.138 -1.836  0.75
P: -1.584 0.063 1.751  0.74
C: -3.310 -0.483 1.649  -0.21
H: -3.576 -1.032 2.522  0.05
H: -3.941 0.538 1.675  0.14
H: -3.521 -0.953 0.693  0.04
C: -0.988 -1.934 1.690  -0.20
H: 0.120 -1.853 1.860  0.04
H: -1.602 -2.330 2.599  0.12
H: -1.290 -2.224 0.696  -0.06
C: -0.891 0.090 3.494  -0.15
H: -1.005 1.163 3.859  0.10
H: -1.548 -0.533 4.102  0.07
H: 0.157 -0.186 3.498  0.06
C: 1.941 -1.557 -2.337  -0.25
H: 2.736 -1.379 -3.105  0.09
H: 2.350 -2.039 -1.442  0.06
H: 1.058 -2.055 -2.749  0.04
C: 0.858 0.990 -3.358  -0.23
H: 0.643 2.045 -3.114  0.07
H: 1.687 0.907 -4.051  0.07
H: -0.041 0.467 -3.732  0.06
C: 3.003 1.043 -1.406  -0.20
H: 3.481 0.499 -0.570  0.07
H: 3.580 0.939 -2.346  0.08
H: 2.745 2.080 -1.158  0.05
C: -1.806 0.724 -1.278  -0.31
O: -2.663 1.457 -1.720  0.15
H: 0.669 -0.887 0.181  -0.01
F: -1.748 1.767 1.658  -0.32

The total charge is +2. The highest occupied orbital energy (spin up / spin down) is -0.548 / -0.676 Eh. Its expectation value of S² is 8.78. As for the molar mass: 394.4 g/mol. Its HOMO-LUMO gap (spin up / spin down) is 6.117 / 6.990 eV. The multiplicity is 6.



(3)
The following is a quantum chemistry calculation of C7H21GeO7OsP2S4Se as an isolated structure, from the Open Molecules 2025 dataset.

Each line ends with the Löwdin charge.
Element x y z (Å)
Os: 2.377 0.795 0.390  0.79
S: 4.425 0.279 0.041  0.18
S: 4.687 -1.742 -0.071  0.11
S: 3.142 -2.548 0.901  0.12
S: 1.632 -1.178 0.927  0.16
C: 0.391 4.526 -1.276  -0.05
C: 0.625 4.262 0.213  -0.59
O: 0.311 5.425 0.964  -0.03
P: 2.370 3.887 0.525  0.48
O: 2.526 3.401 2.015  -0.10
O: 3.235 5.197 0.548  -0.04
O: 2.848 2.773 -0.376  -0.44
P: -0.388 2.773 0.713  0.36
O: -0.501 3.043 2.292  -0.12
O: -1.693 2.716 0.042  -0.24
O: 0.517 1.541 0.527  -0.59
H: 0.845 5.477 -1.556  0.09
H: -0.681 4.583 -1.453  0.09
H: 0.808 3.733 -1.896  0.09
H: -0.195 5.169 1.747  0.09
H: 2.415 4.056 2.715  0.12
H: 3.275 5.737 -0.250  0.12
H: -1.398 2.886 2.612  0.11
C: -2.858 -5.336 -0.502  -0.22
Ge: -1.491 -3.989 -0.275  0.73
C: -0.565 -3.611 -1.935  -0.22
C: -0.254 -4.472 1.135  -0.21
C: -2.477 -2.367 0.311  -0.61
Se: -1.454 -0.759 0.527  0.89
C: -1.437 -0.176 -1.321  -0.36
H: -2.425 -6.278 -0.835  0.02
H: -3.585 -5.015 -1.248  0.03
H: -3.379 -5.515 0.437  0.03
H: -0.067 -4.513 -2.287  0.03
H: 0.196 -2.841 -1.801  0.01
H: -1.261 -3.290 -2.710  0.03
H: 0.274 -5.388 0.874  0.03
H: -0.783 -4.641 2.072  0.03
H: 0.484 -3.687 1.292  -0.06
H: -2.934 -2.579 1.280  0.02
H: -3.277 -2.134 -0.395  0.03
H: -1.631 -1.038 -1.954  0.01
H: -0.456 0.243 -1.523  0.01
H: -2.196 0.596 -1.437  0.03

The total charge is +1. The highest occupied orbital energy (spin up / spin down) is -0.386 / -0.385 Eh. Its energy relative to the best compared isomer or geometry (same formula, charge and spin) is 0.0 kJ/mol. As for the molar mass: 749.3 g/mol. Its HOMO-LUMO gap (spin up / spin down) is 4.724 / 4.662 eV. The multiplicity is 1.



(4)
The following is a quantum chemistry calculation of a 7-piece molecular cluster, C7H21N7O14 overall, from the Open Molecules 2025 dataset.

Each line ends with the Löwdin charge.
Element x y z (Å)
C: -3.628 -0.986 -1.196  0.05
N: -3.984 0.472 -0.948  -0.43
O: -5.127 0.784 -0.712  0.04
O: -3.043 1.254 -0.897  0.04
H: -2.738 -0.948 -1.824  0.08
H: -4.372 -1.522 -1.785  0.09
H: -3.369 -1.456 -0.247  0.09
C: 4.215 -0.048 -2.363  0.04
N: 3.243 -0.589 -3.319  -0.45
O: 3.593 -1.284 -4.237  0.04
O: 2.062 -0.311 -3.154  0.06
H: 3.706 -0.273 -1.425  0.09
H: 4.342 1.026 -2.502  0.10
H: 5.117 -0.633 -2.540  0.09
C: 3.688 4.961 0.318  0.05
N: 2.801 3.798 -0.155  -0.46
O: 3.310 2.748 -0.095  0.08
O: 1.638 3.991 -0.404  0.05
H: 4.636 4.933 -0.219  0.08
H: 3.969 4.813 1.360  0.09
H: 3.079 5.846 0.128  0.09
C: -0.918 -2.745 2.347  0.04
N: -0.772 -2.276 3.763  -0.42
O: -1.644 -2.616 4.620  -0.01
O: 0.094 -1.456 3.955  0.07
H: -0.081 -3.396 2.096  0.10
H: -0.742 -1.850 1.751  0.09
H: -1.905 -3.201 2.277  0.08
C: 0.439 1.013 -0.735  -0.04
N: 0.563 -0.482 -0.561  -0.59
O: 1.548 -0.920 0.068  -0.18
O: -0.318 -1.180 -1.083  -0.18
H: -0.605 1.321 -0.679  0.05
H: 0.912 1.272 -1.682  0.05
H: 0.977 1.511 0.072  0.04
C: -2.087 3.823 1.693  0.05
N: -0.774 3.205 2.183  -0.40
O: -0.736 1.975 2.132  0.06
O: 0.164 3.933 2.541  0.02
H: -2.204 4.696 2.335  0.08
H: -2.913 3.157 1.943  0.09
H: -2.015 4.152 0.656  0.10
C: -0.900 -5.159 -0.910  0.07
N: -2.078 -5.275 0.004  -0.49
O: -2.735 -4.288 0.137  0.04
O: -2.314 -6.234 0.652  0.07
H: -1.396 -5.518 -1.811  0.10
H: -0.174 -5.901 -0.578  0.10
H: -0.527 -4.137 -0.973  0.10

The total charge is -1. The highest occupied orbital energy (spin up / spin down) is -0.023 / -0.165 Eh. Its expectation value of S² is 0.75. Its energy relative to the best compared isomer or geometry (same formula, charge and spin) is 32.5 kJ/mol. As for the molar mass: 427.3 g/mol. Its HOMO-LUMO gap (spin up / spin down) is 3.216 / 7.046 eV. The multiplicity is 2.



(5)
The following is a quantum chemistry calculation of a 3-piece molecular cluster, C7H23BN4O11P3S overall, from the Open Molecules 2025 dataset.

Each line ends with the Löwdin charge.
Element x y z (Å)
O: 5.311 0.270 0.491  0.10
B: 4.863 0.719 -0.841  -0.43
O: 5.520 0.165 -2.051  0.12
O: 3.714 1.693 -0.882  0.17
N: 2.689 0.978 -0.369  -0.14
N: 2.066 1.049 0.887  0.16
N: 1.036 0.102 1.093  0.14
C: 1.091 -0.602 -0.246  -0.25
P: 0.127 -2.081 -0.973  0.42
S: 0.022 -1.847 -2.941  0.17
N: 2.144 -0.020 -1.163  0.17
H: 4.724 -0.521 0.756  0.14
H: 5.850 -0.748 -1.776  0.14
H: 0.849 -3.348 -0.794  0.02
H: -1.200 -2.150 -0.418  0.02
H: 2.363 -0.360 -2.125  0.16
C: -5.958 -0.623 -6.585  -0.11
O: -5.085 -0.743 -5.482  -0.22
P: -5.162 -2.098 -4.614  0.44
O: -5.880 -3.239 -5.260  -0.24
O: -5.765 -1.617 -3.202  -0.22
C: -7.141 -1.310 -3.145  -0.11
O: -3.617 -2.382 -4.259  -0.23
C: -2.781 -2.757 -5.334  -0.13
H: -6.977 -0.442 -6.235  0.09
H: -5.634 0.224 -7.195  0.09
H: -5.928 -1.523 -7.204  0.09
H: -7.722 -1.960 -3.805  0.09
H: -7.293 -0.267 -3.431  0.09
H: -7.490 -1.452 -2.120  0.09
H: -2.647 -1.914 -6.016  0.09
H: -3.209 -3.606 -5.875  0.09
H: -1.806 -3.049 -4.936  0.04
C: 4.134 3.212 4.511  -0.11
O: 2.896 3.071 5.176  -0.22
P: 2.650 1.716 6.013  0.45
O: 3.872 0.907 6.305  -0.24
O: 1.503 0.955 5.180  -0.20
C: 1.873 0.332 3.970  -0.15
O: 1.855 2.239 7.312  -0.21
C: 2.588 3.030 8.224  -0.11
H: 4.160 2.565 3.632  0.08
H: 4.241 4.252 4.192  0.09
H: 4.965 2.972 5.180  0.09
H: 2.884 -0.079 4.025  0.09
H: 1.815 1.058 3.155  0.04
H: 1.175 -0.484 3.767  0.08
H: 2.829 3.996 7.773  0.09
H: 3.508 2.519 8.521  0.09
H: 1.975 3.199 9.114  0.10

The total charge is +1. The highest occupied orbital energy is -0.456 Eh. As for the molar mass: 475.1 g/mol. Its HOMO-LUMO gap is 6.117 eV. The multiplicity is 1.



(6)
The following is a quantum chemistry calculation of C7H23N8O5Tl as an isolated structure, from the Open Molecules 2025 dataset.

Each line ends with the Löwdin charge.
Element x y z (Å)
Tl: 0.021 0.601 0.990  1.34
C: -4.147 -0.702 -1.872  -0.01
C: -2.745 -0.891 -1.337  -0.53
C: -1.755 -0.225 -2.223  0.00
O: -2.579 -0.525 -0.001  -0.01
H: -4.308 0.327 -2.193  0.08
H: -4.808 -0.961 -1.045  0.11
H: -4.272 -1.166 -2.851  0.11
H: -2.595 -1.970 -1.345  0.14
H: -1.594 -0.779 -3.147  0.12
H: -0.815 -0.181 -1.672  0.05
H: -2.177 0.740 -2.505  0.10
C: 3.303 -0.341 2.683  -0.73
O: 2.261 -0.779 2.238  -0.03
N: 4.349 -1.040 3.021  0.19
N: 3.522 0.938 2.994  0.18
H: 5.107 -0.608 3.529  0.13
H: 4.316 -2.017 2.766  0.14
H: 4.424 1.009 3.443  0.11
H: 2.879 1.709 3.107  0.13
C: -2.756 3.127 0.464  -0.77
O: -1.926 2.549 1.211  -0.11
N: -2.683 4.329 0.134  0.22
N: -3.577 2.523 -0.265  0.22
H: -3.386 4.648 -0.517  0.14
H: -1.898 4.876 0.458  0.15
H: -4.030 2.951 -1.060  0.15
H: -3.799 1.568 -0.022  0.12
C: -0.448 -3.408 1.164  -0.70
O: -0.339 -2.271 1.623  -0.02
N: -1.198 -3.598 0.164  0.21
N: 0.349 -4.437 1.527  0.20
H: -1.307 -4.519 -0.235  0.14
H: -1.861 -2.869 -0.059  0.09
H: 1.177 -4.285 2.085  0.13
H: 0.196 -5.295 1.017  0.12
C: 3.356 1.413 -1.140  -0.76
O: 2.605 1.410 -0.151  -0.09
N: 4.289 0.559 -1.210  0.21
N: 3.233 2.226 -2.145  0.20
H: 4.282 -0.289 -0.661  0.14
H: 4.941 0.541 -1.980  0.13
H: 3.878 2.180 -2.921  0.13
H: 2.515 2.931 -2.063  0.13

The total charge is +2. The highest occupied orbital energy is -0.560 Eh. Its energy relative to the best compared isomer or geometry (same formula, charge and spin) is 263.3 kJ/mol. As for the molar mass: 503.7 g/mol. Its HOMO-LUMO gap is 3.809 eV. The multiplicity is 1.